(1)
A molecular structure, C32H59BeCl4F2LiN2NaO7. Source: the OMol25 dataset; level of theory: ωB97M-V/def2-TZVPD.

XYZ file:
```
109
Properties=species:S:1:pos:R:3:forces:R:3:mulliken_charge:R:1
C -1.276 0.985 5.069 -0.82 -0.46 0.14 -0.40
O -0.084 0.192 4.794 0.27 1.60 0.80 -0.45
C 1.090 1.000 5.162 -0.17 1.12 -0.63 -0.46
C 1.127 2.328 4.219 0.24 -1.24 -1.15 -0.03
C 2.615 2.604 3.698 0.73 0.58 1.38 -0.54
C 2.835 4.022 2.980 0.38 -0.59 -0.47 -0.79
C 1.637 4.482 2.016 1.39 0.68 -0.91 0.18
C 2.214 4.625 0.497 -1.10 -0.66 0.74 -0.57
C 1.159 5.483 -0.358 0.63 -0.14 -0.46 -0.74
C -0.269 4.782 -0.539 0.02 -0.36 0.55 -0.81
C -0.189 3.330 -1.269 -0.48 1.09 0.30 0.58
C 0.219 3.500 -2.807 -0.60 0.42 0.12 -0.67
C -0.098 2.221 -3.727 0.95 -0.29 -0.01 -0.54
C -0.407 0.875 -2.913 -0.45 0.12 -1.39 0.18
C -1.028 -0.185 -3.980 0.71 2.07 -0.25 -0.75
C -0.023 -0.891 -5.024 -0.17 -1.77 2.71 -1.13
C 0.348 -2.203 -4.116 -2.01 -0.07 -1.07 0.13
C 1.181 -3.282 -4.959 0.40 0.56 0.73 -0.62
C 2.377 -3.809 -4.002 -0.65 0.71 -0.67 -0.36
O 3.549 -4.174 -4.764 -0.26 1.18 0.96 -0.31
C 4.331 -2.987 -4.955 2.01 2.90 -2.72 0.69
C 5.397 -2.453 -3.882 -0.50 -1.17 -2.67 -0.61
O 4.163 -2.350 -6.045 -0.23 -2.45 3.79 -0.61
C -1.194 -2.575 -3.702 1.68 -0.68 1.10 -0.93
N -1.623 -1.252 -3.102 0.33 -0.81 -0.91 0.26
C -3.078 -1.054 -2.755 -2.50 -0.12 1.23 -0.64
C -3.305 -1.197 -1.168 -0.08 -0.02 0.60 -0.44
C -4.734 -0.607 -0.728 -0.17 1.33 -0.17 -1.48
C -4.657 0.950 -0.344 1.23 0.00 -0.16 0.53
N -4.799 1.231 1.119 -0.38 0.56 4.04 0.28
C -4.410 0.410 2.264 -1.41 3.63 1.73 -0.28
C -4.743 1.214 3.551 -0.74 1.27 -2.69 -0.47
C -5.405 2.590 3.167 2.46 -5.03 -3.86 -0.72
C -5.365 2.458 1.629 -0.15 0.54 2.83 -0.16
H -2.128 0.255 5.287 1.20 0.90 -0.33 0.12
H -1.128 1.624 6.002 -0.18 -0.71 -1.23 0.25
H -1.615 1.618 4.171 0.68 -0.79 1.28 0.20
H 2.043 0.383 4.960 -1.64 0.80 0.42 0.34
H 0.996 1.318 6.266 0.41 -0.73 -1.66 0.20
H 0.507 2.048 3.283 0.85 0.47 1.49 -0.13
H 0.609 3.226 4.694 0.97 -1.10 -0.49 0.43
H 3.291 2.611 4.641 -0.93 0.02 -1.38 0.34
H 3.039 1.755 3.047 -1.18 1.40 1.02 0.13
H 3.767 3.901 2.306 -1.35 0.21 1.11 0.27
H 3.123 4.842 3.734 -0.74 -1.23 -1.03 0.34
H 1.300 5.532 2.335 0.09 -1.62 -0.39 0.27
H 0.771 3.749 1.940 1.13 1.06 0.55 -0.16
H 2.308 3.536 0.118 -0.11 1.76 0.32 0.08
H 3.277 5.048 0.480 -1.64 -0.24 0.04 0.47
H 1.009 6.504 0.159 0.28 -1.54 -0.86 0.41
H 1.646 5.662 -1.391 -0.93 -0.04 1.44 0.22
H -1.011 5.488 -1.076 1.28 -1.18 0.59 0.45
H -0.734 4.619 0.507 0.77 0.21 -1.63 0.30
H -1.246 2.887 -1.156 1.60 0.54 -0.30 -0.39
H 0.555 2.677 -0.692 -1.10 0.79 -0.92 0.04
H 1.319 3.799 -2.869 -1.46 -0.56 0.02 0.29
H -0.389 4.382 -3.244 1.00 -1.31 0.77 0.17
H 0.849 2.010 -4.362 -1.41 0.28 0.89 0.07
H -0.934 2.444 -4.490 1.00 -0.32 1.39 0.38
H -1.240 0.999 -2.120 1.39 -0.01 -1.26 -0.11
H 0.544 0.458 -2.405 -1.49 0.59 -0.83 0.35
H -1.845 0.307 -4.606 0.73 -0.55 1.34 0.68
H -0.647 -1.307 -5.929 0.62 -0.58 3.26 0.17
H 0.910 -0.316 -5.388 -1.28 -0.66 1.18 0.85
H 0.768 -1.926 -3.076 0.09 -0.16 -2.04 0.37
H 0.544 -4.151 -5.338 0.80 1.19 0.64 0.34
H 1.646 -2.752 -5.874 -0.47 -0.91 1.47 0.24
H 2.001 -4.741 -3.407 0.32 1.17 -1.07 0.23
H 2.692 -3.015 -3.231 -0.65 -0.88 -0.91 0.21
H 5.910 -1.551 -4.385 -0.80 -1.59 0.66 0.28
H 4.828 -2.007 -2.912 0.92 -1.05 -1.62 -0.06
H 6.165 -3.249 -3.596 -1.25 0.93 -0.34 0.26
H -1.872 -2.902 -4.554 0.84 0.39 1.30 0.32
H -1.132 -3.274 -2.791 -0.63 0.47 -1.80 0.38
H -1.149 -1.223 -2.180 -0.19 0.25 -0.51 0.58
H -3.435 -0.025 -3.094 0.70 -1.30 0.38 0.25
H -3.723 -1.858 -3.265 1.02 1.14 0.70 0.29
H -2.508 -0.612 -0.573 -0.75 -0.61 -1.05 0.28
H -3.303 -2.304 -0.837 0.18 1.71 -0.82 0.40
H -5.166 -1.198 0.140 0.80 0.83 -1.20 0.52
H -5.481 -0.736 -1.598 1.19 0.46 1.51 0.51
H -3.607 1.337 -0.641 -1.23 -0.40 0.39 -0.87
H -5.457 1.575 -0.911 0.30 -0.92 0.16 0.44
H -3.941 -0.620 2.218 -0.78 1.65 -0.25 0.36
H -4.556 0.918 4.642 -0.23 0.14 -2.06 0.35
H -5.786 3.418 3.844 0.62 -1.35 -1.31 0.33
H -5.755 3.321 0.986 0.76 -1.97 0.47 0.33
Cl 4.405 -1.271 -1.584 -1.34 1.08 2.25 -0.60
C 0.079 0.442 8.838 -0.88 0.51 0.18 0.84
O 1.204 0.391 8.322 0.47 -0.09 -0.09 -0.60
O -0.695 1.435 8.774 0.32 1.04 -0.62 -0.51
O -0.454 -0.502 9.503 0.35 -3.13 0.81 -0.72
Be 3.340 -5.169 -2.245 1.01 -0.31 0.56 0.02
Li 0.039 -2.532 9.560 -0.27 1.66 -0.26 0.93
Cl 1.939 -5.730 2.799 0.05 0.23 -0.10 -0.18
C 2.353 -7.282 2.023 -0.04 0.36 -0.63 -0.50
C 3.464 -7.133 1.010 0.70 -1.08 1.96 -0.43
Cl 2.941 -6.203 -0.440 -0.62 0.45 -0.60 0.11
H 1.447 -7.687 1.573 0.16 -0.10 0.31 0.34
H 2.665 -7.965 2.823 -0.31 -0.53 -0.11 0.35
H 3.778 -8.117 0.656 -0.23 0.12 -0.16 0.35
H 4.334 -6.631 1.436 -0.18 0.21 -0.26 0.35
F -6.587 1.725 -1.896 -0.06 0.32 -0.34 -0.89
Na -0.145 -0.300 -7.108 0.54 1.76 -3.08 0.97
O 1.881 0.551 1.592 -0.20 -0.45 -0.29 -0.52
H 2.588 -0.101 1.500 -0.03 0.09 -0.15 0.26
H 1.120 0.032 1.885 0.07 0.13 0.13 0.27
Cl -5.367 -3.193 -0.991 -0.49 -2.00 -0.49 -0.62
F 1.487 -9.504 3.172 0.31 0.18 -0.07 -0.85
```
Positions in Å, forces in eV/Å.

Values from the calculation:
charge	-1



(2)
9 unconnected molecules or ions with the total composition C32H59N5O12. Source: the OMol25 dataset; level of theory: ωB97M-V/def2-TZVPD.

XYZ file:
```
108
Properties=species:S:1:pos:R:3:forces:R:3:mulliken_charge:R:1
C -10.411 -4.098 25.471 0.36 -1.24 0.10 -0.82
O -10.450 -2.762 25.850 0.45 3.42 1.52 -0.27
C -9.356 -2.050 26.136 7.24 -3.68 0.35 0.72
O -8.065 -2.625 26.224 -7.54 3.18 -0.60 -0.67
O -9.527 -0.751 26.318 -2.87 -2.21 -0.15 -0.20
C -8.390 0.005 26.601 1.31 1.21 -0.18 -0.36
H -9.502 -4.559 25.795 0.79 -0.13 -0.04 0.44
H -10.486 -4.081 24.399 -0.14 -0.55 -0.50 0.29
H -11.213 -4.665 25.952 -0.23 0.57 -0.27 0.25
H -8.679 1.095 26.715 0.12 -1.49 -0.24 -0.22
H -7.798 -0.154 25.687 0.64 0.59 0.70 0.18
H -7.904 -0.381 27.510 0.01 0.26 -0.49 0.54
C -3.950 4.049 27.582 -0.51 -0.91 -0.09 -0.44
O -3.861 5.422 27.148 -0.08 0.03 -1.32 -0.33
C -4.302 5.605 25.911 -3.62 -4.52 -4.96 0.63
O -4.732 4.534 25.020 2.82 6.04 5.29 -0.43
O -4.512 6.873 25.576 1.42 -1.57 2.83 -0.31
C -5.129 7.196 24.379 -1.77 0.98 -0.49 -0.62
H -3.629 3.354 26.799 -0.53 0.37 -0.09 0.12
H -4.964 3.850 27.957 0.18 0.01 -0.60 0.20
H -3.316 3.826 28.414 0.71 0.83 0.59 0.39
H -4.498 6.974 23.588 1.14 -0.41 -1.66 0.41
H -5.429 8.248 24.371 0.78 -0.09 0.40 0.35
H -6.064 6.696 24.232 -0.39 -0.86 0.07 0.04
C -12.025 3.654 25.134 -1.74 -1.01 -1.55 0.22
O -11.058 4.061 26.032 3.08 1.65 2.15 -0.38
C -9.734 3.945 25.852 3.08 -4.86 -5.01 0.16
O -9.168 3.021 24.931 -3.36 5.50 5.48 0.18
O -8.944 4.745 26.616 -3.14 -0.86 -0.83 -0.39
C -7.536 4.592 26.449 0.50 -0.79 0.59 -0.10
H -11.970 2.585 24.938 0.22 -0.04 0.03 -0.12
H -11.951 4.173 24.183 0.28 0.02 -0.08 -0.30
H -13.053 3.867 25.519 1.15 0.07 0.25 0.30
H -7.058 5.328 27.155 -0.56 -0.91 -0.63 0.24
H -7.273 4.831 25.421 0.20 -0.23 0.04 -0.06
H -7.334 3.512 26.702 0.44 1.27 -0.34 0.10
C -9.839 5.938 22.427 0.95 1.92 1.35 0.28
O -9.918 5.493 21.090 -0.22 -1.23 -0.06 -0.38
C -10.314 4.242 20.987 -2.80 -4.50 5.06 0.52
O -10.795 3.481 22.016 2.64 4.07 -5.48 -0.03
O -10.247 3.800 19.754 0.94 1.26 0.42 -0.37
C -10.413 2.442 19.401 -0.60 -0.07 -0.87 -0.53
H -9.854 7.050 22.387 0.15 -0.83 -0.11 0.25
H -8.952 5.599 22.989 0.13 0.03 -1.01 -0.22
H -10.612 5.624 23.084 -1.33 -0.39 -0.13 -0.17
H -11.464 2.350 19.122 0.11 -0.53 0.12 0.29
H -10.084 1.688 20.098 -0.19 0.25 0.74 0.12
H -9.789 2.328 18.521 -0.09 -0.02 -0.24 0.25
C -14.182 4.162 20.872 -1.37 -0.44 -0.70 -0.73
C -15.358 5.140 21.079 0.36 -1.28 -0.37 -0.56
C -15.664 5.287 22.529 -0.36 -0.45 1.14 -0.64
C -14.525 5.838 23.271 0.10 0.79 0.52 0.40
N -13.656 6.333 23.848 -0.53 -0.50 -0.46 -0.42
H -13.218 4.305 21.325 0.14 0.52 0.80 0.07
H -13.965 4.136 19.806 -0.13 -0.49 -0.17 0.29
H -14.636 3.206 21.233 0.92 0.31 -0.53 0.29
H -16.223 4.646 20.603 0.22 0.41 0.09 0.31
H -15.272 6.123 20.659 0.42 0.45 -0.46 0.37
H -15.960 4.350 23.020 0.38 -0.14 -0.26 0.29
H -16.560 5.873 22.636 -0.14 0.81 0.37 0.34
C -7.713 1.524 21.696 1.45 1.97 -0.44 -0.54
C -6.188 1.866 21.823 -0.50 -0.39 -1.27 -1.17
C -5.832 3.019 22.772 0.09 -0.02 0.76 1.09
C -6.279 4.359 22.295 0.33 -0.71 0.10 0.01
N -6.639 5.392 21.938 0.08 -0.22 0.04 -0.66
H -8.072 1.249 22.636 -0.95 -0.01 1.66 0.08
H -7.948 0.730 21.068 0.38 -1.94 -1.24 0.67
H -8.325 2.299 21.213 0.41 0.43 0.84 -0.10
H -5.808 2.165 20.850 -0.07 0.06 -0.38 0.42
H -5.610 0.933 22.000 -0.37 0.65 0.54 0.40
H -4.739 3.040 23.018 -0.94 0.22 -0.44 0.49
H -6.324 2.884 23.746 0.05 0.05 -0.19 -0.60
C -4.748 1.055 25.191 -2.32 1.20 0.19 -0.28
C -4.556 -0.174 26.015 -0.04 -0.43 -0.59 -0.57
C -4.137 0.155 27.409 -0.40 -1.44 2.94 -0.56
C -5.187 0.834 28.236 -0.28 0.06 -0.22 0.29
N -5.991 1.362 28.877 0.62 -0.35 -0.52 -0.57
H -5.086 0.774 24.193 -0.30 0.21 0.09 -0.18
H -3.875 1.636 25.047 1.30 0.36 -0.01 0.64
H -5.459 1.820 25.676 0.61 -1.27 -0.83 -0.08
H -3.797 -0.744 25.519 0.99 -0.37 0.01 0.44
H -5.380 -0.900 25.961 -0.30 0.63 0.42 0.22
H -3.266 0.792 27.526 0.31 0.03 -0.49 0.36
H -3.907 -0.796 28.016 -0.20 1.26 -0.93 0.35
C -10.888 7.677 25.338 1.94 1.19 0.38 -1.23
C -9.312 7.707 25.324 -0.46 -1.40 0.54 0.92
C -8.782 9.130 25.523 0.95 0.07 -1.28 -0.50
C -7.425 9.161 26.042 2.26 0.19 1.26 0.19
N -6.336 9.252 26.447 -1.91 -0.22 -0.65 -0.53
H -11.203 8.089 26.319 -0.07 0.18 -0.75 0.50
H -11.249 6.670 25.348 -0.34 -0.49 -0.59 0.13
H -11.192 8.304 24.466 -0.45 -0.70 0.83 0.29
H -8.920 7.178 24.413 -0.24 1.09 0.56 -0.38
H -8.884 7.064 26.125 -0.63 0.52 -0.19 -0.01
H -9.367 9.794 26.155 -0.40 -0.24 -0.02 0.39
H -8.617 9.621 24.549 -0.70 0.07 0.13 0.29
C -11.145 0.291 23.378 1.00 -0.78 1.42 -0.39
C -11.840 -1.046 23.732 0.02 -0.73 -1.35 -0.26
C -12.846 -1.016 24.881 -0.34 0.25 2.03 -0.05
C -13.473 -2.357 25.245 -0.01 -0.58 -0.55 -0.10
N -13.914 -3.419 25.445 0.83 2.07 -0.27 -0.53
H -10.788 0.364 22.354 0.11 -0.38 -0.02 0.19
H -10.291 0.547 24.084 -1.05 -0.33 -0.86 -0.02
H -11.862 1.057 23.471 -0.82 1.18 0.09 -0.05
H -11.102 -1.862 23.844 -0.39 0.55 0.34 -0.13
H -12.422 -1.393 22.874 0.03 0.21 -0.29 0.58
H -13.653 -0.236 24.826 0.51 -0.88 -0.68 0.55
H -12.342 -0.665 25.801 0.07 -0.41 -0.19 0.18
```
Positions in Å, forces in eV/Å.

Values from the calculation:
SMILES	COC(=O)OC.COC(=O)OC.COC(=O)OC.COC(=O)OC.CCCC#N.CCCC#N.CCCC#N.CCCC#N.CCCC#N



Computed gap between HOMO and LUMO (eV) in order:
1.16, 10.53
Computed max |F| (eV Å⁻¹) in order:
6.80, 8.51